66
Properties=species:S:1:pos:R:3:nbo_charge:R:1 method="wB97M-V/def2-TZVPD" homo_lumo_gap_ev=9.5 e_above_lowest_kj_mol=26.0 total_charge=+1 homo_ev=-11.78 total_energy_ha=-1159.57181
C -2.383 2.867 1.752 -0.61
C -1.997 2.719 0.274 -0.02
C -2.552 1.390 -0.250 -0.61
C -2.674 3.863 -0.492 -0.61
C -0.454 2.822 0.127 -0.21
C 0.023 2.958 -1.323 -0.40
C 1.536 3.157 -1.393 -0.43
C 2.295 2.016 -0.708 0.11
O 2.091 0.761 -1.351 -0.58
C 2.892 0.541 -2.492 -0.08
C 2.285 -0.644 -3.258 0.08
O 0.916 -0.404 -3.458 -0.72
C 2.519 -1.985 -2.526 -0.24
N 1.657 -2.092 -1.362 -0.44
C 2.254 -2.641 -0.170 -0.23
C 1.336 -2.330 1.009 -0.22
N 0.008 -2.952 0.773 -0.38
C -0.910 -2.836 1.911 0.19
C -1.411 -3.996 2.480 -0.24
C -2.293 -3.909 3.545 -0.18
C -2.669 -2.668 4.032 -0.18
C -2.162 -1.514 3.459 -0.17
C -1.277 -1.591 2.396 -0.27
C -0.572 -2.425 -0.491 -0.22
C 0.385 -2.721 -1.639 -0.26
C 1.803 1.873 0.731 -0.40
C 0.295 1.644 0.759 -0.41
H -3.464 2.831 1.859 0.21
H -1.963 2.073 2.366 0.19
H -2.037 3.820 2.143 0.22
H -2.212 1.191 -1.263 0.21
H -3.638 1.433 -0.267 0.22
H -2.268 0.559 0.393 0.19
H -2.627 3.704 -1.565 0.21
H -2.208 4.816 -0.255 0.21
H -3.724 3.924 -0.213 0.21
H -0.151 3.732 0.659 0.20
H -0.451 3.813 -1.800 0.22
H -0.247 2.064 -1.890 0.19
H 1.810 4.089 -0.897 0.21
H 1.842 3.238 -2.438 0.22
H 3.373 2.241 -0.705 0.18
H 3.931 0.332 -2.205 0.18
H 2.886 1.421 -3.146 0.19
H 2.755 -0.709 -4.246 0.19
H 0.630 0.084 -2.672 0.48
H 3.564 -2.033 -2.218 0.21
H 2.335 -2.810 -3.227 0.19
H 3.216 -2.159 0.003 0.24
H 2.421 -3.735 -0.236 0.17
H 1.207 -1.250 1.080 0.24
H 1.744 -2.714 1.946 0.24
H 0.174 -3.956 0.623 0.43
H -1.121 -4.965 2.099 0.22
H -2.683 -4.810 3.989 0.24
H -3.358 -2.601 4.859 0.24
H -2.455 -0.547 3.837 0.24
H -0.883 -0.688 1.960 0.24
H -0.700 -1.347 -0.387 0.23
H -1.545 -2.889 -0.655 0.24
H -0.015 -2.298 -2.561 0.27
H 0.481 -3.817 -1.771 0.17
H 2.052 2.782 1.279 0.22
H 2.324 1.038 1.207 0.20
H -0.019 1.503 1.795 0.21
H 0.081 0.739 0.186 0.18